[1]
ORCA calculation (ωB97M-V/def2-TZVPD) on a 3-piece molecular cluster, C3H8N4O overall at a distorted geometry.

The geometry in ORCA input format:
```
! wB97M-V def2-TZVPD RIJCOSX def2/J DEFGRID3
* xyz 0 1
O -2.070 -2.106 -0.072
N 0.307 0.392 -0.061
N 1.758 0.619 0.269
N -2.439 0.316 0.124
N -2.001 1.713 -0.319
C 2.536 -0.549 -0.124
C -1.652 -0.979 0.051
C -0.238 -0.734 0.154
H 2.919 -1.251 0.887
H 1.831 1.489 -0.080
H -2.711 2.501 1.009
H 0.200 -1.759 0.156
H -3.394 0.270 -0.088
H 1.672 -0.993 -0.953
H 3.705 -0.489 -0.712
H -0.424 1.558 -0.242
*
```

For the relative energy (zero: lowest compared OMol25 entry of this formula, charge and spin), the calculation gives 11.608 eV. For the highest occupied orbital energy, the calculation gives -7.822 eV. Its total energy is -11238.01524 eV. The calculation puts the LUMO energy at -0.7130 eV.

***

[2]
ORCA calculation (ωB97M-V/def2-TZVPD) on one molecule with the formula C3H8N4O at a distorted geometry.

The geometry in ORCA input format:
```
! wB97M-V def2-TZVPD RIJCOSX def2/J DEFGRID3
* xyz 0 1
O -2.217 -0.866 -0.503
N 2.094 1.189 -1.605
N -0.124 0.172 -1.309
N 1.035 0.139 0.740
N 0.843 -0.281 2.153
C 0.959 0.788 -2.016
C -1.293 -0.449 0.578
C -0.020 -0.040 -0.011
H -1.031 -1.368 1.276
H 0.798 0.896 -3.084
H 2.057 1.087 -0.567
H 1.739 -0.695 2.500
H -1.642 0.446 1.193
H -1.001 -0.141 -1.720
H 0.667 0.574 2.537
H -2.864 -1.451 -0.160
*
```

For the relative energy (zero: lowest compared OMol25 entry of this formula, charge and spin), the calculation gives 3.279 eV. For the highest occupied orbital energy, the calculation gives -8.569 eV. Its total energy is -11246.34438 eV. The SMILES is [H]/N=C\N/C(CO)=N/N. The calculation puts the LUMO energy at 0.5535 eV.